Density functional theory data (wB97M-V/def2-TZVPD) for C21H24FN3O3S as an isolated structure.

## Properties
- E_LUMO: 0.42 eV
- Gap between HOMO and LUMO: 8.54 eV
- Total charge: 0
- F_max: 16.472 eV/A
- Energy relative to the best compared isomer or geometry (same formula, charge and spin): 20.016 eV
- HOMO: -8.124 eV

Each line ends with the Mulliken charge.
Atoms and positions in Å:
1 C 1.76 -2.24 -5.57  -1.578
2 C 1.64 -1.99 -4.08  0.712
3 C 2.65 -2.07 -3.24  -0.455
4 C 2.65 -2.01 -1.96  -1.268
5 C 1.51 -1.72 -1.51  0.315
6 C 0.36 -1.88 -2.21  -0.733
7 C 0.58 -2.07 -3.54  0.656
8 F -0.76 -1.80 -4.43  -0.437
9 H -0.78 -1.67 -1.87  0.315
10 N 1.30 -1.78 0.03  0.061
11 C 1.75 -1.05 0.82  0.804
12 O 1.77 -1.02 1.90  -0.432
13 C 2.86 0.30 0.01  -1.386
14 N 2.46 1.36 0.91  0.153
15 C 1.24 1.92 0.94  0.796
16 O 0.39 1.18 0.51  -0.734
17 C 1.28 3.04 1.93  0.359
18 C 0.04 3.66 2.08  -0.065
19 C -0.02 4.89 3.01  -1.124
20 C 1.36 4.78 3.54  -0.451
21 S 2.37 3.69 2.77  -0.343
22 H 1.72 5.39 4.21  0.628
23 H -0.78 5.41 3.27  0.577
24 H -0.94 3.32 1.62  0.139
25 H 3.02 1.81 1.35  -0.079
26 H 2.32 0.37 -0.85  0.638
27 H 3.96 -0.02 0.05  0.301
28 C 0.22 -2.79 0.68  -0.705
29 H 0.76 -2.99 1.71  0.404
30 H 0.58 -3.78 0.24  0.302
31 C -1.23 -2.44 0.62  0.354
32 O -1.95 -3.27 0.41  -0.536
33 N -1.43 -1.15 0.77  0.777
34 H -0.55 -0.42 0.77  -0.077
35 C -2.70 -0.67 0.77  -0.442
36 H -3.57 -1.53 0.53  0.576
37 C -2.99 0.76 -0.11  -0.953
38 H -3.46 0.28 -0.73  0.880
39 C -3.60 1.61 0.94  -0.989
40 C -3.12 1.05 2.31  -0.371
41 C -3.03 -0.32 2.40  -0.782
42 H -2.49 -1.06 3.05  0.355
43 H -4.12 -0.67 2.39  0.260
44 H -3.45 1.65 3.08  0.659
45 H -2.06 1.48 2.28  -0.183
46 H -3.26 2.80 0.75  0.208
47 H -4.54 1.60 0.98  0.645
48 H -1.79 1.09 -0.23  0.050
49 H 3.39 -2.09 -1.39  1.122
50 H 3.68 -2.46 -3.84  0.049
51 H 1.13 -3.06 -6.01  0.309
52 H 2.71 -2.25 -6.00  0.470
53 H 1.18 -1.17 -6.06  0.250

=====

Density functional theory data (wB97M-V/def2-TZVPD) for one molecule with the formula C21H24FN3O5S.

## Properties
- E_LUMO: 0.51 eV
- Gap between HOMO and LUMO: 8.83 eV
- SMILES string: CCOc1cc(S(=O)(=O)n2cc(-c3ccc(F)cc3)c(N)n2)cc(OCC)c1OCC
- Total charge: 0
- F_max: 1.082 eV/A
- Energy relative to the best compared isomer or geometry (same formula, charge and spin): 2.775 eV
- HOMO: -8.314 eV

Each line ends with the Mulliken charge.
Atoms and positions in Å:
1 C 0.01 -3.02 -0.53  -1.073
2 C -1.04 -3.22 -1.62  -0.218
3 O -1.35 -2.01 -2.30  -0.544
4 C -1.84 -0.98 -1.55  -0.125
5 C -1.13 0.22 -1.61  -0.239
6 C -1.57 1.29 -0.87  -0.854
7 S -0.52 2.72 -0.74  1.351
8 O 0.06 3.10 -1.99  -0.686
9 O -1.12 3.72 0.07  -0.722
10 N 0.76 1.99 0.13  0.507
11 C 2.01 1.70 -0.32  -0.813
12 C 2.55 0.74 0.50  0.187
13 C 3.87 0.13 0.40  0.480
14 C 4.04 -1.25 0.59  -0.196
15 C 5.29 -1.82 0.49  -0.756
16 C 6.38 -1.01 0.21  0.340
17 F 7.60 -1.57 0.13  -0.326
18 C 6.24 0.35 0.01  -0.676
19 C 4.98 0.91 0.11  -0.463
20 C 1.51 0.48 1.45  0.555
21 N 1.59 -0.31 2.56  -0.459
22 N 0.45 1.22 1.20  -0.993
23 C -2.69 1.23 -0.08  -0.256
24 C -3.44 0.06 -0.04  0.753
25 O -4.60 -0.06 0.67  -0.322
26 C -5.04 1.04 1.45  -0.418
27 C -6.32 0.62 2.15  -1.420
28 C -3.00 -1.08 -0.76  0.540
29 O -3.65 -2.27 -0.82  -0.591
30 C -4.44 -2.76 0.25  -0.408
31 C -3.65 -2.94 1.54  -0.951
32 H 0.90 -2.56 -0.96  0.328
33 H -0.37 -2.35 0.24  0.214
34 H 0.27 -3.97 -0.09  0.487
35 H -0.64 -3.87 -2.41  0.405
36 H -1.94 -3.68 -1.21  0.088
37 H -0.25 0.29 -2.22  0.558
38 H 2.38 2.20 -1.19  0.552
39 H 3.18 -1.88 0.77  0.272
40 H 5.43 -2.88 0.63  0.446
41 H 7.11 0.95 -0.22  0.432
42 H 4.85 1.97 -0.04  0.447
43 H 0.72 -0.50 3.03  0.251
44 H 2.28 -1.04 2.56  0.246
45 H -2.96 2.10 0.49  0.613
46 H -5.23 1.91 0.81  0.370
47 H -4.27 1.31 2.19  0.430
48 H -6.14 -0.24 2.78  0.300
49 H -7.07 0.35 1.41  0.315
50 H -6.70 1.43 2.76  0.447
51 H -4.79 -3.73 -0.12  0.407
52 H -5.30 -2.11 0.42  0.302
53 H -4.28 -3.39 2.29  0.397
54 H -2.79 -3.59 1.36  0.292
55 H -3.29 -1.98 1.90  0.198

=====

Density functional theory data (wB97M-V/def2-TZVPD) for C21H24N2O2P2Yb as an isolated structure.

## Properties
- E_LUMO (spin up / spin down): -3.13 / -3.17 eV
- Gap between HOMO and LUMO (spin up / spin down): 5.77 / 7.50 eV
- Multiplicity: 2
- Total charge: +1
- F_max: 6.291 eV/A
- Energy relative to the best compared isomer or geometry (same formula, charge and spin): 2.008 eV
- HOMO (spin up / spin down): -8.906 / -10.666 eV

Each line ends with the Löwdin spin population.
Atoms and positions in Å:
1 C -1.05 3.30 -0.58  0.000
2 C -1.06 1.99 -1.03  0.003
3 C 0.23 1.41 -1.26  0.006
4 C 1.40 2.16 -1.39  0.002
5 C 1.36 3.49 -0.96  0.000
6 C 0.15 4.03 -0.52  0.001
7 C 2.69 1.41 -1.71  0.000
8 C 2.47 -0.08 -1.84  0.000
9 C 1.33 -0.64 -1.26  0.000
10 C 1.06 -2.02 -1.27  0.000
11 C 2.04 -2.85 -1.82  0.000
12 C 3.23 -2.32 -2.32  0.000
13 C 3.46 -0.94 -2.33  0.000
14 H -1.99 3.77 -0.27  0.000
15 H 2.28 4.08 -0.96  0.000
16 H 0.13 5.06 -0.18  0.000
17 H 3.11 1.80 -2.65  0.000
18 H 1.85 -3.93 -1.83  0.000
19 H 4.00 -3.00 -2.70  0.000
20 H 4.38 -0.52 -2.74  0.000
21 N 0.44 0.21 -0.63  0.008
22 Yb 0.12 1.64 0.93  0.007
23 C -2.27 1.07 -1.02  0.062
24 H -2.22 0.40 -1.89  0.001
25 H -3.20 1.65 -1.08  0.015
26 C -0.26 -2.51 -0.73  0.015
27 H -1.06 -2.39 -1.47  0.002
28 H -0.18 -3.58 -0.48  0.005
29 P -2.45 -0.04 0.42  0.281
30 P -0.81 -1.69 0.81  0.347
31 C 0.70 -1.67 1.82  0.108
32 H 0.46 -1.50 2.88  0.000
33 H 1.16 -2.67 1.72  0.023
34 H 1.44 -0.92 1.49  0.001
35 C -1.80 -2.94 1.68  0.022
36 H -1.31 -3.91 1.55  0.008
37 H -1.82 -2.68 2.74  0.001
38 H -2.82 -3.00 1.29  0.000
39 C -2.72 1.09 1.81  0.015
40 H -3.80 1.31 1.83  0.005
41 H -2.45 0.62 2.77  0.003
42 H -2.20 2.07 1.74  0.000
43 C -4.01 -0.88 0.13  0.040
44 H -4.23 -1.61 0.92  0.001
45 H -4.81 -0.12 0.11  0.014
46 H -3.98 -1.39 -0.85  0.001
47 C 3.71 1.55 -0.66  0.000
48 O 3.51 1.74 0.52  0.000
49 H 4.63 1.36 -1.24  0.000
50 O 0.41 0.11 5.11  0.000
51 C 0.40 0.86 4.18  0.001
52 N 0.39 1.60 3.22  0.002

=====

Density functional theory data (wB97M-V/def2-TZVPD) for one molecule with the formula C21H24N4O5S.

## Properties
- E_LUMO: 0.52 eV
- Gap between HOMO and LUMO: 9.50 eV
- SMILES string: CN(C)S(=O)(=O)c1cccc(NC(=O)CN2C(=O)N[C@H](CCc3ccccc3)C2=O)c1
- Total charge: 0
- F_max: 1.098 eV/A
- Energy relative to the best compared isomer or geometry (same formula, charge and spin): 1.148 eV
- HOMO: -8.982 eV

Each line ends with the Mulliken charge.
Atoms and positions in Å:
1 C -5.84 -1.51 0.92  -0.914
2 N -4.50 -2.02 0.82  0.026
3 C -3.67 -1.83 1.99  -0.864
4 S -3.74 -1.70 -0.63  1.153
5 O -2.46 -2.34 -0.60  -0.663
6 O -4.65 -2.03 -1.68  -0.719
7 C -3.48 0.08 -0.62  0.084
8 C -4.45 0.92 -1.13  -0.587
9 C -4.24 2.29 -1.06  -0.779
10 C -3.08 2.81 -0.51  -0.403
11 C -2.10 1.94 -0.01  0.358
12 N -0.90 2.38 0.54  -0.003
13 C -0.35 3.62 0.49  0.826
14 O -0.89 4.61 0.07  -0.633
15 C 1.08 3.63 1.06  -1.046
16 N 1.98 2.74 0.36  0.184
17 C 2.99 3.22 -0.50  0.299
18 O 3.20 4.38 -0.73  -0.615
19 N 3.66 2.13 -0.93  -0.133
20 C 3.10 0.89 -0.46  0.296
21 C 2.52 0.02 -1.59  -0.959
22 C 2.02 -1.33 -1.08  -0.591
23 C 3.15 -2.14 -0.50  0.119
24 C 4.05 -2.79 -1.33  -0.334
25 C 5.11 -3.50 -0.80  -0.650
26 C 5.29 -3.57 0.57  -0.408
27 C 4.40 -2.92 1.41  -0.745
28 C 3.33 -2.21 0.88  0.019
29 C 2.01 1.38 0.47  0.416
30 O 1.26 0.72 1.16  -0.769
31 C -2.32 0.57 -0.06  -0.558
32 H -5.87 -0.44 1.15  0.327
33 H -6.38 -2.06 1.70  0.328
34 H -6.32 -1.69 -0.04  0.327
35 H -2.68 -2.20 1.75  0.284
36 H -3.61 -0.77 2.28  0.314
37 H -4.08 -2.40 2.82  0.349
38 H -5.34 0.50 -1.57  0.519
39 H -4.98 2.97 -1.46  0.406
40 H -2.91 3.87 -0.47  0.542
41 H -0.33 1.63 0.94  0.105
42 H 1.05 3.36 2.12  0.304
43 H 1.49 4.64 0.94  0.417
44 H 4.40 2.18 -1.60  0.232
45 H 3.84 0.30 0.10  0.233
46 H 3.30 -0.13 -2.33  0.443
47 H 1.70 0.56 -2.07  0.356
48 H 1.25 -1.18 -0.32  0.154
49 H 1.57 -1.87 -1.91  0.433
50 H 3.91 -2.75 -2.40  0.413
51 H 5.80 -4.01 -1.46  0.380
52 H 6.12 -4.13 0.98  0.379
53 H 4.53 -2.98 2.48  0.389
54 H 2.64 -1.71 1.53  0.467
55 H -1.58 -0.13 0.30  0.488